No. 1
# C3H5NO

One molecule with the formula C3H5NO in a non-equilibrium geometry (the ωB97M-V functional and the def2-TZVPD basis, the Open Molecules 2025 dataset).

Element x y z (Å)
C1 0.92590 -0.15804 0.69869
C2 0.16713 -0.44789 -0.58168
N1 -0.90641 0.43127 -1.09562
C3 -1.64772 0.77775 -0.20811
O1 -2.55804 1.28189 0.32790
H1 1.10422 0.90891 0.81683
H2 0.35782 -0.52411 1.55242
H3 1.88346 -0.67425 0.69386
H4 -0.08910 -1.49794 -0.74039
H5 0.76273 -0.09758 -1.46390

Computed properties:
E_tot (a.u.): -247.272274
SMILES string: CCN=C=O
HOMO-LUMO gap (Ha): 0.3996
Energy above the lowest of the compared OMol25 structures with the same formula, charge and spin (kcal/mol): 21.9

Mulliken atomic charge list, values in e, 8 entries: -1.067, -0.289, -0.386, 0.577, -0.415, 0.332, 0.332, 0.326

***

No. 2
# C25H50BrF5N2O4S

C25H50BrF5N2O4S as an isolated structure in a non-equilibrium geometry (the ωB97M-V functional and the def2-TZVPD basis, the Open Molecules 2025 dataset).

Element x y z (Å)
C1 2.86578 2.17014 2.73773
C2 2.39254 1.55815 1.42091
C3 2.50850 0.03838 1.42685
C4 1.80401 -0.63372 2.59171
C5 0.26194 -0.63564 2.59411
C6 -0.35519 -0.67507 1.19738
C7 -1.78412 -1.22372 1.15167
C8 -2.24866 -1.55021 -0.28942
F1 -3.47202 -2.16956 -0.24584
F2 -1.34749 -2.41567 -0.85879
C9 -2.42186 -0.35495 -1.26087
F3 -2.62136 -0.84105 -2.50857
F4 -3.50894 0.39013 -0.89527
F5 -1.33241 0.44033 -1.28064
O1 -1.62900 -2.57461 1.73237
S1 -2.36520 -2.74856 3.12281
O2 -1.44955 -3.23633 4.10014
O3 -3.62144 -3.38799 2.93950
O4 -2.55578 -1.16749 3.35497
C10 -2.89051 -0.66003 2.05838
C11 -3.39457 0.78321 1.96554
Br1 -4.23646 1.19393 3.69803
C12 -2.43573 1.91402 1.63936
C13 -3.25661 3.15448 1.25076
H1 3.19564 3.18704 2.58103
H2 2.07610 2.14728 3.47962
H3 3.69908 1.59963 3.13666
H4 3.01122 1.92675 0.60691
H5 1.37707 1.88484 1.20365
H6 2.22380 -0.38912 0.47098
H7 3.57192 -0.17368 1.53276
H8 2.14099 -0.18403 3.51790
H9 2.13197 -1.67025 2.63059
H10 -0.03949 -1.47738 3.19341
H11 -0.06566 0.27360 3.09489
H12 -0.26806 0.29955 0.73727
H13 0.22453 -1.35502 0.58024
H14 -3.77344 -1.23532 1.76826
H15 -4.21652 0.81201 1.26868
H16 -1.79217 2.16522 2.47466
H17 -1.80572 1.67724 0.78865
H18 -4.12772 3.25980 1.88571
H19 -3.61075 3.07607 0.22703
H20 -2.67315 4.06308 1.33327
C14 -1.72420 6.07473 -1.09503
C15 -0.56766 6.57570 -0.25031
N1 0.38815 5.54009 0.07808
C16 1.33318 5.94495 1.10140
C17 2.30923 7.08416 0.78151
C18 0.93923 4.81193 -1.05121
C19 1.67246 5.61005 -2.13819
H21 -2.21963 5.23011 -0.61670
H22 -2.45806 6.87164 -1.21935
H23 -1.40771 5.76782 -2.09239
H24 -0.97131 6.95797 0.69094
H25 -0.10500 7.43599 -0.75993
H26 1.90092 5.06494 1.40342
H27 0.75139 6.23164 1.98319
H28 3.10707 6.76373 0.11311
H29 2.78229 7.42917 1.70279
H30 1.80728 7.94129 0.33270
H31 0.12303 4.26126 -1.52649
H32 1.60566 4.04042 -0.65972
H33 1.13357 6.51714 -2.41405
H34 1.76442 5.00143 -3.03974
H35 2.67993 5.89029 -1.83540
C20 0.87464 -8.75987 -3.32976
C21 1.54235 -7.62025 -2.57566
N2 1.44102 -6.34607 -3.26069
C22 2.29826 -5.31849 -2.69862
C23 2.01808 -4.83735 -1.26778
C24 0.09555 -5.92536 -3.60775
C25 -0.92368 -5.77801 -2.47015
H36 1.26642 -8.83576 -4.34461
H37 1.06970 -9.70248 -2.81755
H38 -0.20749 -8.63899 -3.38502
H39 2.60517 -7.85370 -2.47333
H40 1.13291 -7.58651 -1.55312
H41 2.28236 -4.45684 -3.37153
H42 3.32438 -5.69746 -2.73628
H43 1.14130 -4.19233 -1.21712
H44 2.86762 -4.25414 -0.90554
H45 1.87429 -5.66706 -0.57574
H46 -0.30465 -6.63419 -4.33655
H47 0.16885 -4.98033 -4.15144
H48 -0.88451 -6.61379 -1.77082
H49 -1.93408 -5.74795 -2.88265
H50 -0.77829 -4.85501 -1.91185

Computed properties:
E_tot (a.u.): -4864.530862
HOMO-LUMO gap (Ha): 0.3142

Mulliken atomic charge list, values in e, 8 entries: -1.601, 0.299, -0.981, -1.202, -0.030, -1.499, 1.487, 0.371

***

No. 3
# C37H63BFN16O6

A 13-piece molecular cluster, C37H63BFN16O6 overall in a non-equilibrium geometry (the ωB97M-V functional and the def2-TZVPD basis, the Open Molecules 2025 dataset).

Element x y z (Å)
C1 -4.16286 -1.05212 1.62815
C2 -4.32724 0.41547 1.33113
O1 -5.29235 1.03139 1.67158
O2 -3.29769 1.03729 0.67718
C3 -3.33737 0.95875 -0.76057
C4 -2.59865 -0.28689 -1.23635
C5 -2.48924 -0.43245 -2.74683
C6 -1.88199 0.76147 -3.50032
N1 -0.73594 1.37629 -2.82670
F1 -0.78167 2.73402 -2.70023
C7 0.34922 0.81354 -2.36908
N2 0.51051 -0.55359 -2.49850
C8 1.41961 -0.89670 -1.39477
O3 0.64512 -1.04178 -0.27360
C9 1.14295 -1.86536 0.78035
C10 0.09074 -2.92432 1.23020
C11 -0.24172 -2.72871 2.69573
O4 -1.05632 -2.83939 0.39802
C12 2.32458 0.37103 -1.37741
C13 3.37080 0.22444 -2.47859
O5 2.92741 0.66281 -0.15631
N3 1.34775 1.45063 -1.73656
B1 1.04824 2.42103 -0.58343
N4 1.70205 3.68012 -0.60162
O6 0.14150 2.07048 0.36117
H1 -4.80381 -1.61126 0.94323
H2 -3.13785 -1.40019 1.51953
H3 -4.52192 -1.23976 2.63792
H4 -4.38131 0.97059 -1.08558
H5 -2.84253 1.87527 -1.08519
H6 -3.14778 -1.15933 -0.87769
H7 -1.63000 -0.32621 -0.73862
H8 -1.91334 -1.32449 -2.98629
H9 -3.47683 -0.56935 -3.19274
H10 -1.58651 0.48968 -4.51417
H11 -2.62696 1.55068 -3.58577
H12 0.82630 -0.88403 -3.40813
H13 1.97570 -1.79397 -1.68166
H14 1.34147 -1.20889 1.63211
H15 2.06019 -2.36962 0.46415
H16 0.55550 -3.90618 1.08754
H17 0.65641 -2.49482 3.26391
H18 -0.96485 -1.92227 2.82295
H19 -0.67340 -3.63492 3.12625
H20 -1.49124 -3.70298 0.41720
H21 2.91031 0.28293 -3.46080
H22 3.90023 -0.71518 -2.33834
H23 4.09845 1.03484 -2.40873
H24 2.76059 -0.04394 0.47924
H25 1.95174 4.05642 0.30332
H26 2.46701 3.77792 -1.25532
H27 -0.54590 2.75272 0.48309
C14 -0.70968 -0.57471 6.72925
C15 0.23655 -0.50964 5.62466
N5 0.99225 -0.46929 4.76136
H28 -1.29944 0.34028 6.76593
H29 -1.36714 -1.43049 6.60170
H30 -0.17046 -0.69123 7.66547
C16 2.00849 -3.99952 8.85956
C17 0.70611 -3.74203 8.25647
N6 -0.31882 -3.54224 7.78047
H31 2.63171 -4.56699 8.17112
H32 2.50492 -3.05815 9.08789
H33 1.88272 -4.57117 9.77703
C18 4.05036 -1.47754 -6.35284
C19 3.03131 -1.83120 -5.37426
N7 2.22782 -2.10981 -4.60358
H34 3.70760 -1.74723 -7.35015
H35 4.24063 -0.40623 -6.31602
H36 4.97211 -2.01301 -6.13305
C20 -5.52191 -4.35641 -1.37550
C21 -4.39415 -4.48539 -0.46055
N8 -3.50801 -4.58253 0.26085
H37 -5.63401 -3.31741 -1.68121
H38 -5.35476 -4.97376 -2.25592
H39 -6.43540 -4.68177 -0.88144
C22 -2.88316 0.51788 -7.71489
C23 -3.68386 0.35147 -6.50777
N9 -4.30152 0.23569 -5.54624
H40 -1.90001 0.90595 -7.45253
H41 -2.75782 -0.44014 -8.21659
H42 -3.37096 1.21297 -8.39584
C24 4.99400 -4.82383 11.91430
C25 5.31303 -4.90671 10.49281
N10 5.56955 -4.97166 9.37641
H43 5.36815 -5.70697 12.42829
H44 5.45725 -3.93849 12.34537
H45 3.91603 -4.76400 12.05142
C26 -0.59834 6.57243 0.36009
C27 -1.25377 5.27256 0.41307
N11 -1.77461 4.25096 0.48593
H46 0.47512 6.44274 0.48293
H47 -0.79506 7.05648 -0.59328
H48 -0.97848 7.21024 1.15556
C28 2.05810 2.40434 3.27904
C29 3.37186 2.70777 3.83126
N12 4.40748 2.94243 4.26486
H49 1.59524 3.31128 2.89309
H50 2.15257 1.68350 2.46954
H51 1.42248 1.97376 4.04921
C30 0.66540 9.59960 -3.26509
C31 0.00872 9.65669 -1.96385
N13 -0.49478 9.71332 -0.93425
H52 1.65395 10.04957 -3.19807
H53 0.76491 8.56431 -3.58582
H54 0.07576 10.14477 -3.99947
C32 -1.37537 -2.60961 -5.59099
C33 -0.91401 -2.46536 -6.96799
N14 -0.55817 -2.33584 -8.05121
H55 -1.12490 -3.60091 -5.21754
H56 -0.88799 -1.86785 -4.96144
H57 -2.45425 -2.46572 -5.54026
C34 6.65530 2.96148 6.83889
C35 6.24641 3.44357 8.15318
N15 5.91818 3.81387 9.18848
H58 7.51632 3.52744 6.48803
H59 6.92494 1.90874 6.90432
H60 5.83781 3.07616 6.12940
C36 -4.72036 -2.98749 -9.04780
C37 -5.21419 -1.88743 -9.86952
N16 -5.59452 -1.01612 -10.51116
H61 -4.33549 -2.60122 -8.10486
H62 -5.52986 -3.68430 -8.83911
H63 -3.92302 -3.51204 -9.57121

Computed properties:
E_tot (a.u.): -2899.654799
HOMO-LUMO gap (Ha): 0.3534
Net charge: +1

Mulliken atomic charge list, values in e, 8 entries: -0.665, 0.580, -0.555, -0.224, -0.963, 1.159, -0.766, -0.973

***

No. 4
# C5H17NO4S

A 4-piece molecular cluster, C5H17NO4S overall (the ωB97M-V functional and the def2-TZVPD basis, the Open Molecules 2025 dataset).

Element x y z (Å)
C1 2.96689 -0.44214 -0.44762
C2 1.68325 -0.06791 -1.15231
O1 1.65078 0.24614 -2.32484
N1 0.57429 -0.08409 -0.35839
C3 -0.76173 -0.01115 -0.94128
C4 -1.50634 1.20341 -0.35265
C5 -1.46102 -1.34479 -0.72311
S1 -2.92426 -1.66223 -1.73903
H1 3.71647 0.33985 -0.52273
H2 3.29662 -1.37236 -0.88555
H3 2.80604 -0.62259 0.61573
H4 0.64038 -0.46531 0.57515
H5 -0.61904 0.17498 -1.99976
H6 -2.60101 1.08432 -0.25538
H7 -1.26376 2.03848 -1.00302
H8 -1.19152 1.48168 0.65448
H9 -0.73050 -2.13392 -0.89771
H10 -1.77012 -1.47394 0.31068
H11 -3.60398 -0.60467 -1.28002
O2 1.72913 -0.24647 3.02463
H12 1.94704 0.66158 2.76205
H13 1.89384 -0.23727 3.97467
O3 1.97727 2.66069 1.20221
H14 1.40250 3.34043 1.58554
H15 2.52546 3.03218 0.50480
O4 -1.02267 0.76606 3.38040
H16 -1.40785 0.02195 3.85196
H17 -0.30972 0.49642 2.79312

Computed properties:
E_tot (a.u.): -954.625392
SMILES string: CC(=O)N[C@H](C)CS.O.O.O
HOMO-LUMO gap (Ha): 0.3395
Energy above the lowest of the compared OMol25 structures with the same formula, charge and spin (kcal/mol): 16.1

Mulliken atomic charge list, values in e, 8 entries: -0.894, 0.627, -0.653, -0.008, 0.162, -1.060, -0.961, -0.197

***

- Number 2 is which compound?
  C25H50BrF5N2O4S